This record from OMol25 describes a structure of composition C36H34CrIN5O2 in a non-equilibrium geometry. The level of theory is the ωB97M-V functional and the def2-TZVPD basis.

The value obtained for the energy above the lowest of the compared OMol25 structures with the same formula, charge and spin is 0.0 kcal/mol. As for the lowest unoccupied orbital energy (spin up / spin down): -3.4 / -3.6 eV. Its HOMO-LUMO gap (spin up / spin down) is 7.163 / 7.107 eV. Its HOMO energy (spin up / spin down) is -10.58 / -10.70 eV. Its spin multiplicity is 4. Its total charge is +1. For the strongest force on any atom, the calculation gives 1.75 eV/Å.

```
79
C36H34CrIN5O2 | OMol25 | the ωB97M-V functional and the def2-TZVPD basis
C -0.41997 -0.19698 2.09665
C 0.42762 -0.91757 -5.03145
N -0.62219 0.45971 0.98156
C 3.01706 -1.92689 3.64131
C -2.40000 2.01843 0.31496
H 5.06413 -1.56406 -0.50783
C 2.72181 4.89876 -1.55708
C -2.53663 -2.21657 5.97889
C 0.95615 -0.18787 -6.24641
C -1.13664 -3.24013 -1.84177
H -2.50377 -1.35466 0.68768
C 2.23011 4.83656 -3.88592
H -1.24957 -4.73174 4.13159
C 2.74085 5.51600 -2.79358
C -1.49957 3.21041 0.47152
C -2.25704 -1.13457 5.15582
H 3.08784 5.41630 -0.68749
H 1.30442 3.08678 -4.61756
H -5.60268 1.30916 -0.54278
C -4.15113 -0.14984 0.05262
H -4.05774 3.19711 -0.32369
H -1.88120 -2.71407 -1.24899
H -2.09317 4.12075 0.54165
H -0.28649 -3.47184 -1.19864
C 3.02304 -1.52945 2.19368
H 3.12372 6.51744 -2.89305
N -1.38711 -0.29672 3.05339
C -2.67986 0.24929 5.53946
H -3.05470 -2.04377 6.91067
C 4.18392 -1.37860 0.08568
C -1.51630 -3.72966 4.42766
H -0.35915 -2.55932 -6.16852
C -3.71372 2.19832 -0.09964
N 1.24197 1.57124 -2.39484
H -2.19184 0.30517 2.91853
H 5.00409 -2.24259 1.85941
C 1.74076 3.55578 -3.75072
H 3.98424 -2.34101 3.91336
H 0.45966 0.78515 -6.32826
H 2.83052 -1.06606 4.28528
H 2.83383 -0.71506 -6.37456
C -2.17657 -3.50395 5.62287
C -4.58695 1.13353 -0.22997
H -1.55249 -4.16231 -2.23148
C 0.51502 -0.36655 -3.71655
C -1.96009 0.71703 0.59302
H 0.70996 -0.76464 -7.14349
C -0.14172 -1.07676 -2.66317
C -0.66941 -2.37818 -2.96501
H 2.19917 5.30735 -4.85493
C 2.22625 3.61216 -1.43230
H -4.82641 -0.98617 -0.04663
C -1.59555 -1.37512 3.94686
H -3.03454 0.25996 6.56595
C -1.22403 -2.66790 3.59251
C -2.84952 -0.35591 0.46268
C -0.22096 -2.11855 -5.18962
C 1.95871 -0.45849 0.28252
C 1.91642 -0.88955 1.60585
H 0.85839 -1.08291 3.35240
N -0.70181 -2.84709 -4.17938
O 2.33912 0.09173 -6.19395
C 1.20769 0.84482 -3.49886
C 4.14747 -1.75864 1.41596
H 3.13880 -0.41243 -1.50361
C 1.74850 2.87135 -2.51973
H -1.85146 0.94972 5.45101
H -0.84415 3.31295 -0.39914
H 2.26542 -2.68940 3.84991
H -2.42292 -4.32953 6.27087
N 0.78810 -0.69937 2.41867
Cr 0.58225 0.76505 -0.57352
H -3.49159 0.59190 4.89607
C 3.09218 -0.72809 -0.46546
H -0.73628 -2.84771 2.64535
H -0.88803 3.12893 1.37042
O -0.21649 -0.61457 -1.47311
I 2.14699 2.78432 0.54185
H 1.77525 1.19970 -4.35345
```

---

This record from OMol25 describes the molecule C36H34N6O6S in a non-equilibrium geometry. The level of theory is the ωB97M-V functional and the def2-TZVPD basis.

The value obtained for the energy above the lowest of the compared OMol25 structures with the same formula, charge and spin is 5.1 kcal/mol. The structure (SMILES) is NC(=O)[C@H](Cc1cc2ccccc2s1)NC(=O)[C@@H]1C[C@@]2(CC(c3cccc(NC(=O)[C@@H]4CCC(=O)N4)c3)=NO2)CN1C(=O)c1ccccc1. As for the lowest unoccupied orbital energy: 0.3 eV. Its HOMO-LUMO gap is 8.648 eV. Its HOMO energy is -8.34 eV. For the strongest force on any atom, the calculation gives 1.07 eV/Å.

```
83
C36H34N6O6S | OMol25 | the ωB97M-V functional and the def2-TZVPD basis
C 1.70104 -0.07703 -1.11657
H 7.72912 -1.54057 -1.34644
C 1.01148 2.87901 0.84369
H -3.60872 0.65512 0.29013
H -6.50158 -1.49891 -2.61766
C 6.04186 -0.36203 -0.76347
H -7.14242 0.58581 -3.56465
N -6.21888 0.13265 0.21592
C -5.46961 1.38823 3.58036
H 1.68855 3.30864 1.58588
C -6.91770 -0.79665 -1.88295
C 1.81622 -2.49505 -0.40591
H -3.55338 1.97531 4.35690
H 5.03605 4.44709 -0.49751
H 5.87228 2.22303 -0.09285
C -0.26426 -1.58140 -1.19040
H 3.61448 1.35907 -1.75577
C -0.14476 -3.87718 -0.50972
C -5.48426 0.63351 1.29757
H -1.30104 0.56012 0.44079
H -7.22741 0.73185 2.54576
H 1.77646 -4.55472 0.15257
C 5.96265 3.31219 -1.93669
N 4.07759 1.97437 -1.08513
N 5.57510 4.45846 -1.35433
O -10.29433 -1.37166 -1.08822
C 1.20035 -3.72086 -0.22012
C 6.87626 -1.42415 -0.70138
H 0.36609 3.67093 0.46886
H 5.56971 0.55134 -2.62769
C -7.56654 0.42148 -2.57726
C -6.16223 0.90431 2.48402
H 5.78465 5.33447 -1.80385
H 5.05837 -4.58510 3.10691
C 5.52396 2.07266 -1.12428
C -4.11857 0.86667 1.21367
C 0.22045 1.73726 1.49329
C -4.10749 1.60565 3.51001
C 6.60419 -4.36034 1.63793
H -7.21867 0.06542 0.36990
C 3.32461 2.61336 -0.18712
O 6.59416 3.24580 -2.96577
H 7.15138 0.97287 -1.98605
H -0.83103 -0.75235 -1.58962
N 1.63828 0.78705 -0.08587
C -3.42366 1.34811 2.32067
O 2.19311 0.24372 -2.19075
H -9.69818 0.95235 -2.44030
C 1.13780 0.52968 1.24047
N -1.26444 1.82299 3.24778
C -9.05788 0.09079 -2.61770
H 0.62337 -0.42853 1.30272
C -5.77026 -0.34841 -0.96924
H -9.35075 -0.35444 -3.57004
C -1.99401 1.56730 2.23332
O 3.75111 3.43734 0.60537
H -7.39443 1.31936 -1.98094
H -0.62219 -4.83411 -0.35977
H 1.48795 2.48864 -1.27243
H -1.92309 -2.92140 -1.23550
H 8.02325 -3.89550 0.10046
C 6.51885 -2.37923 0.29585
C 5.36657 -1.98887 1.00285
H 3.94217 -2.45222 2.54052
O -4.61451 -0.40839 -1.32442
H -7.89970 -2.19997 -0.58588
H 1.96189 0.54519 1.96339
C 6.11175 0.79075 -1.70613
H 2.86438 -2.37562 -0.18242
C 4.82926 -2.77025 2.01385
C -9.25538 -0.96394 -1.54145
H -6.00189 1.59317 4.49669
C -0.87562 -2.80759 -0.99989
C 1.83787 2.22235 -0.26705
C -1.19876 1.51894 0.94863
S 4.75699 -0.46308 0.42184
H 7.07764 -5.29426 1.90199
C 5.45819 -3.95902 2.32352
H -1.51800 2.31073 0.26819
O 0.03915 1.96594 2.90303
C 1.08234 -1.41752 -0.88157
C 7.13676 -3.58422 0.63237
N -8.02012 -1.37652 -1.15491
```